Entry 1:
# C2H8N2O2

A cluster of 2 separate species, C2H8N2O2 in total at a distorted geometry (wB97M-V/def2-TZVPD, the OMol25 dataset).

```
14
Properties=species:S:1:pos:R:3:lowdin_charge:R:1
O -2.144 -0.853 1.000 -0.0086
N -2.280 -0.133 0.021 -0.1246
O -1.805 -0.444 -1.235 -0.0789
H -1.151 0.327 -1.371 0.1194
C 0.843 -1.219 0.279 -0.0206
N 0.000 0.208 0.285 -0.2179
C 0.762 1.378 -0.151 -0.1499
H 0.179 -2.043 0.043 0.0504
H 1.520 -1.155 -0.570 0.0581
H 1.379 -1.422 1.206 0.0625
H -0.171 0.345 1.281 0.0824
H 0.186 2.285 0.032 0.0812
H 1.709 1.462 0.392 0.0734
H 0.974 1.262 -1.213 0.0731
```

Values from the calculation:
SMILES string = O=NO.CNC
LUMO level = 0.27 eV
highest occupied orbital energy = -0.3324 Eh
calculated total energy = -9273.7752 eV
energy relative to the best compared isomer or geometry (same formula, charge and spin) = 141.48 kcal/mol

---

Entry 2:
# C38H91N5O16S4

A cluster of 9 separate species, C38H91N5O16S4 in total at a distorted geometry (wB97M-V/def2-TZVPD, the OMol25 dataset).

```
154
Properties=species:S:1:pos:R:3:lowdin_charge:R:1
C -16.338 -14.480 22.758 -0.0847
C -16.124 -14.483 21.267 -0.2738
N -15.835 -15.792 20.630 -0.1606
C -15.711 -15.535 19.198 -0.2729
C -15.594 -16.836 18.401 -0.0761
C -14.621 -16.458 21.142 -0.2318
C -13.270 -15.776 20.793 -0.0865
H -16.674 -13.462 22.958 0.0640
H -15.390 -14.688 23.253 0.0553
H -17.073 -15.230 23.048 0.0723
H -16.999 -14.076 20.761 0.1128
H -15.419 -13.672 21.088 0.0836
H -16.636 -15.050 18.886 0.1148
H -14.865 -14.859 19.075 0.1037
H -15.570 -16.508 17.362 0.0723
H -14.758 -17.459 18.717 0.0629
H -16.519 -17.411 18.372 0.0764
H -14.473 -17.493 20.833 0.1039
H -14.697 -16.418 22.229 0.0905
H -12.509 -16.302 21.369 0.0606
H -13.284 -14.714 21.034 0.0692
H -13.024 -15.891 19.737 0.0703
C -6.961 -16.785 22.047 -0.0859
C -7.285 -15.813 23.218 -0.2535
N -8.647 -15.955 23.733 -0.1728
C -8.741 -14.977 24.843 -0.2789
C -9.904 -15.031 25.774 -0.1170
C -9.734 -15.928 22.726 -0.2404
C -9.824 -14.657 21.927 -0.0825
H -5.895 -17.002 21.984 0.0666
H -7.178 -16.441 21.036 0.0628
H -7.524 -17.714 22.138 0.0690
H -6.597 -16.066 24.025 0.1099
H -7.127 -14.786 22.888 0.1066
H -7.962 -15.320 25.523 0.1134
H -8.594 -13.914 24.654 0.1185
H -10.775 -14.619 25.265 0.0546
H -10.113 -16.037 26.138 0.0686
H -9.555 -14.466 26.638 0.0611
H -10.644 -16.143 23.286 0.1025
H -9.569 -16.749 22.028 0.1021
H -10.678 -14.674 21.251 0.0504
H -8.956 -14.373 21.332 0.0775
H -10.136 -13.792 22.513 0.0713
C -16.460 -16.507 28.232 0.0013
C -15.509 -15.606 29.089 -0.1949
N -14.672 -14.783 28.304 0.0364
C -15.421 -13.678 27.615 -0.1617
C -16.347 -12.868 28.519 -0.0403
C -13.678 -15.375 27.344 -0.1665
C -12.907 -16.470 28.017 -0.0525
H -16.022 -17.387 27.762 0.0904
H -16.893 -15.975 27.385 0.0745
H -17.153 -16.779 29.029 0.0998
H -16.154 -15.046 29.766 0.1207
H -14.950 -16.260 29.759 0.1371
H -14.643 -13.120 27.094 0.1025
H -15.950 -14.186 26.808 0.1303
H -15.729 -12.477 29.327 0.0920
H -16.697 -12.002 27.957 0.0781
H -17.200 -13.421 28.915 0.0812
H -13.003 -14.592 26.998 0.0986
H -14.165 -15.797 26.465 0.1552
H -12.621 -16.167 29.024 0.0933
H -12.026 -16.697 27.416 0.0840
H -13.522 -17.362 28.130 0.0828
C -15.301 -11.028 20.298 -0.0818
C -15.649 -9.554 20.491 -0.2354
N -14.506 -8.615 20.149 -0.1749
C -14.487 -7.327 20.872 -0.2421
C -13.889 -7.512 22.318 -0.0653
C -14.426 -8.520 18.655 -0.2087
C -15.475 -7.494 18.157 -0.1008
H -14.872 -11.237 19.318 0.0704
H -16.198 -11.632 20.430 0.0659
H -14.573 -11.235 21.082 0.0506
H -16.531 -9.395 19.870 0.0970
H -15.927 -9.413 21.536 0.0848
H -15.497 -6.916 20.874 0.1040
H -13.794 -6.671 20.344 0.1105
H -12.931 -8.032 22.349 0.0749
H -14.693 -8.059 22.812 0.0370
H -13.759 -6.531 22.774 0.0650
H -13.443 -8.101 18.442 0.1066
H -14.464 -9.477 18.135 0.1023
H -15.424 -6.481 18.556 0.0595
H -15.323 -7.360 17.086 0.0680
H -16.525 -7.737 18.320 0.0588
C -19.712 -3.869 28.534 -0.1019
C -18.243 -4.286 28.276 -0.2171
N -18.089 -5.674 28.798 -0.1824
C -16.803 -6.172 28.365 -0.2648
C -16.722 -6.783 26.935 -0.0660
C -18.135 -5.663 30.239 -0.2845
C -18.059 -7.029 30.923 -0.0921
H -20.480 -4.609 28.309 0.0753
H -20.049 -3.005 27.963 0.0669
H -19.959 -3.642 29.571 0.0556
H -18.249 -4.386 27.191 0.1027
H -17.525 -3.522 28.575 0.1190
H -16.122 -5.340 28.548 0.1113
H -16.408 -6.937 29.034 0.0910
H -17.199 -6.145 26.191 0.0631
H -15.734 -7.111 26.611 0.0580
H -17.277 -7.721 26.921 0.0489
H -19.079 -5.245 30.588 0.1020
H -17.370 -5.042 30.706 0.1202
H -17.017 -7.348 30.891 0.0502
H -18.649 -7.780 30.397 0.0746
H -18.372 -7.036 31.967 0.0737
C -19.820 -7.458 21.427 -0.1805
C -21.020 -7.561 22.348 -0.1569
O -20.542 -8.136 23.579 -0.2018
S -19.072 -8.841 23.456 0.7435
O -19.218 -10.291 23.119 -0.2691
O -18.280 -8.526 24.611 -0.2492
O -18.631 -7.810 22.150 -0.1986
H -19.796 -6.490 20.925 0.1397
H -19.987 -8.211 20.657 0.1266
H -21.935 -7.995 21.945 0.1371
H -21.356 -6.579 22.681 0.1287
C -14.890 -10.107 25.734 -0.2276
C -15.891 -10.700 24.837 -0.2129
O -15.389 -11.965 24.548 -0.2138
S -13.713 -11.906 24.509 0.7678
O -13.377 -11.237 23.234 -0.2319
O -13.024 -13.175 24.802 -0.2501
O -13.709 -10.795 25.736 -0.2085
H -15.169 -10.206 26.783 0.1313
H -14.661 -9.109 25.360 0.1421
H -16.064 -10.160 23.907 0.1165
H -16.894 -10.821 25.247 0.1279
C -12.258 -10.852 28.654 -0.1326
C -11.826 -12.326 28.992 -0.1945
O -10.436 -12.304 29.190 -0.1998
S -9.744 -11.358 28.035 0.7602
O -9.744 -12.030 26.745 -0.2432
O -8.525 -10.799 28.586 -0.2115
O -11.077 -10.262 28.041 -0.2048
H -12.553 -10.285 29.537 0.1301
H -13.050 -10.866 27.905 0.0885
H -11.994 -13.077 28.220 0.1002
H -12.325 -12.656 29.904 0.1290
C -20.110 -14.245 26.791 -0.1629
C -19.303 -13.256 25.952 -0.1899
O -19.147 -13.788 24.643 -0.2028
S -20.351 -14.891 24.304 0.7393
O -19.778 -16.153 23.839 -0.2432
O -21.429 -14.333 23.481 -0.2394
O -20.944 -14.905 25.842 -0.1940
H -20.706 -13.636 27.470 0.1386
H -19.511 -14.992 27.313 0.1170
H -18.351 -13.075 26.452 0.0989
H -19.768 -12.273 25.880 0.1340
```

Values from the calculation:
spin multiplicity = 2
LUMO level (spin up / spin down) = -2.64 / -7.05 eV
highest occupied orbital energy (spin up / spin down) = -0.3516 / -0.3516 Eh
net charge = +1
calculated total energy = -124416.0420 eV

---

Entry 3:
# C25H17HfN6O10

A structure of composition C25H17HfN6O10 at a distorted geometry (wB97M-V/def2-TZVPD, the OMol25 dataset).

```
59
Properties=species:S:1:pos:R:3:lowdin_charge:R:1
Hf -0.219 -0.789 -0.915 1.7696
O -0.026 -4.941 -0.068 0.1522
C -0.338 -3.821 -0.356 -0.4091
N 0.492 -2.791 -0.832 -0.0177
C 1.866 -3.057 -1.047 -0.4003
O 2.450 -4.084 -0.855 0.1580
C 2.606 -1.867 -1.604 -0.1737
C 3.966 -1.935 -1.798 0.0357
C 4.594 -0.838 -2.358 -0.0018
C 3.837 0.273 -2.709 -0.0151
C 2.485 0.266 -2.460 -0.0863
N 1.870 -0.791 -1.906 0.0040
C -1.793 -3.407 -0.255 -0.1663
C -2.730 -4.355 0.087 0.0345
C -4.062 -3.987 0.096 -0.0023
C -4.406 -2.688 -0.246 -0.0171
C -3.409 -1.793 -0.557 -0.0873
N -2.109 -2.134 -0.554 0.0172
H 4.486 -2.842 -1.526 0.1352
H 5.663 -0.847 -2.532 0.1263
H 4.289 1.142 -3.164 0.1217
H 1.862 1.115 -2.706 0.1255
H -2.389 -5.355 0.318 0.1357
H -4.827 -4.708 0.354 0.1273
H -5.437 -2.362 -0.275 0.1220
H -3.643 -0.777 -0.830 0.1061
C -2.376 1.369 1.905 0.0377
C -2.518 1.480 0.428 -0.3051
N -1.875 0.774 -0.479 0.0291
C -2.312 1.223 -1.730 -0.1273
C -3.240 2.195 -1.555 -0.0503
N -3.349 2.338 -0.198 0.2072
C -4.137 3.044 -2.395 -0.4573
O -4.066 2.912 -3.708 0.1691
O -4.895 3.783 -1.825 0.1421
C -1.793 0.613 -2.980 -0.4898
O -2.130 0.997 -4.068 0.1414
O -0.927 -0.380 -2.750 -0.1496
H -1.719 0.535 2.142 0.0779
H -3.341 1.199 2.381 0.0984
H -1.953 2.283 2.324 0.1017
H -3.979 3.014 0.217 0.1871
H -3.389 2.235 -3.949 0.0865
O 0.456 -0.582 1.113 -0.1061
C 1.007 0.560 0.856 -0.5330
O 0.762 1.074 -0.282 -0.0868
C 1.879 1.190 1.860 -0.1317
C 2.464 2.426 1.611 0.0214
C 3.281 2.996 2.574 0.0274
C 3.480 2.298 3.746 -0.1119
C 2.921 1.069 4.020 0.0325
C 2.103 0.509 3.053 0.0242
N 4.359 2.923 4.786 -0.3457
O 4.852 3.995 4.521 0.0992
O 4.547 2.292 5.799 0.1021
H 2.279 2.937 0.675 0.1285
H 3.760 3.953 2.432 0.1286
H 3.127 0.575 4.958 0.1301
H 1.642 -0.456 3.216 0.1286
```

Values from the calculation:
LUMO level = -3.78 eV
highest occupied orbital energy = -0.4671 Eh
net charge = +1
calculated total energy = -56923.8977 eV
energy relative to the best compared isomer or geometry (same formula, charge and spin) = 7.06 kcal/mol

---

calculated total energy of number 3 (C25H17HfN6O10)?
-56923.8977 eV

---

Look up the calculated total energy of the third one.
-56923.8977 eV